No. 1
A molecular structure, C39H39N2O2P3Pd, computed with ωB97M-V/def2-TZVPD.

LUMO (spin up / spin down), eV: -4.9 / -7.6
Largest force on an atom, eV Å⁻¹: 0.61
2S+1: 5
Expectation value of S²: 6.02
Total charge: +2
Total energy, hartree: -2920.97253
Kohn-Sham gap (spin up / spin down), eV: 8.1 / 6.6
Energy relative to the best compared isomer or geometry (same formula, charge and spin), kcal per mole: 6.82

Positions of all 86 atoms, in Å:
Pd  -0.1989  -0.5064  -0.6311
C  2.2756  -2.2807  0.9343
P  2.2333  -0.4084  0.6455
C  3.5635  0.0293  -0.4579
C  3.8383  -0.7596  -1.5777
C  4.8180  -0.3657  -2.4711
C  5.5129  0.8200  -2.2590
C  5.2315  1.6118  -1.1534
C  4.2555  1.2245  -0.2506
C  2.5696  0.1601  2.3176
C  3.7861  -0.2184  2.8909
C  4.0620  0.1180  4.2052
C  3.1226  0.8187  4.9523
C  1.9171  1.1972  4.3791
C  1.6378  0.8768  3.0597
C  1.0009  -2.5119  1.6412
C  0.6967  -3.0353  2.9447
C  -0.6327  -2.8079  3.1496
C  -1.1182  -2.1520  1.9651
C  -2.4448  -1.5910  1.6181
P  -2.1814  -0.0244  0.6684
C  -3.6151  0.2271  -0.3957
C  -4.8671  -0.3090  -0.0973
C  -5.9350  -0.0824  -0.9515
C  -5.7625  0.6824  -2.0975
C  -4.5181  1.2207  -2.3962
C  -3.4438  0.9863  -1.5537
C  -2.1138  1.2946  1.8893
C  -1.8805  1.0198  3.2367
C  -1.7777  2.0615  4.1453
C  -1.8868  3.3755  3.7141
C  -2.1113  3.6519  2.3711
C  -2.2252  2.6184  1.4588
N  -0.1218  -2.0196  1.0749
H  3.1499  -2.5774  1.5103
H  2.2791  -2.7966  -0.0304
H  3.2983  -1.6847  -1.7512
H  5.0456  -0.9822  -3.3302
H  6.2790  1.1263  -2.9587
H  5.7735  2.5334  -0.9911
H  4.0273  1.8457  0.6062
H  4.5269  -0.7565  2.3099
H  5.0104  -0.1612  4.6438
H  3.3390  1.0800  5.9795
H  1.1946  1.7613  4.9552
H  0.7162  1.2078  2.6012
H  1.4011  -3.5035  3.6135
H  -1.2221  -3.0648  4.0156
H  -3.0855  -1.4527  2.4881
H  -2.9596  -2.2696  0.9281
H  -5.0248  -0.8888  0.8041
H  -6.9068  -0.4951  -0.7164
H  -6.6001  0.8595  -2.7585
H  -4.3852  1.8208  -3.2866
H  -2.4655  1.3867  -1.7996
H  -1.7840  0.0006  3.5921
H  -1.6191  1.8452  5.1937
H  -1.8053  4.1859  4.4256
H  -2.2029  4.6762  2.0367
H  -2.4126  2.8425  0.4163
O  1.8533  3.2941  -0.2138
C  1.2818  2.2840  -0.5413
O  0.9625  1.3185  0.2907
C  0.8654  2.0813  -1.9792
C  1.2431  3.0240  -2.9227
C  0.8495  2.8520  -4.2395
C  0.0787  1.7439  -4.5602
C  -0.2532  0.8513  -3.5581
N  0.1366  1.0020  -2.2903
H  1.8302  3.8700  -2.5955
H  1.1305  3.5689  -4.9989
H  -0.2671  1.5700  -5.5695
H  -0.8620  -0.0161  -3.7790
C  0.2240  -2.7887  -3.2674
P  -1.0383  -2.3421  -2.0295
C  -1.3103  -3.9405  -1.2013
C  -2.5885  -2.1169  -2.9624
H  -0.1647  -3.5277  -3.9694
H  1.0789  -3.2231  -2.7465
H  0.5706  -1.9166  -3.8199
H  -1.5747  -4.6995  -1.9390
H  -2.1216  -3.8691  -0.4777
H  -0.4082  -4.2549  -0.6780
H  -3.4266  -2.3134  -2.2908
H  -2.6409  -2.8143  -3.7993
H  -2.7029  -1.0977  -3.3276



No. 2
C6H9N in the gas phase, computed with ωB97M-V/def2-TZVPD.

SMILES: Cc1c[nH]c(C)c1
LUMO, eV: 1.1
Largest force on an atom, eV Å⁻¹: 0.31
Total charge: 0
Total energy, hartree: -288.77841
Kohn-Sham gap, eV: 8.8
Energy relative to the best compared isomer or geometry (same formula, charge and spin), kcal per mole: 2.28

Positions of all 16 atoms, in Å:
C  1.0874  -0.7052  -2.2717
C  0.2913  -0.2531  -1.0807
C  -1.0772  -0.1800  -0.9808
N  -1.3990  0.1837  0.3057
C  -0.2512  0.3497  1.0398
C  -0.2860  0.6365  2.5074
C  0.8106  0.0998  0.2009
H  0.9971  -1.7880  -2.4038
H  2.1528  -0.4915  -2.1420
H  0.7544  -0.2264  -3.1983
H  -1.8494  -0.3545  -1.7179
H  -2.3374  0.2919  0.6572
H  -0.4929  -0.2776  3.0811
H  0.6825  1.0242  2.8386
H  -1.0534  1.3751  2.7730
H  1.8619  0.1577  0.4737



No. 3
A molecular structure, C4H11O6P2 in a non-equilibrium geometry, computed with ωB97M-V/def2-TZVPD.

LUMO, eV: 3.6
Largest force on an atom, eV Å⁻¹: 4.27
Total charge: -1
Total energy, hartree: -1293.29671
Kohn-Sham gap, eV: 8.0
Energy relative to the best compared isomer or geometry (same formula, charge and spin), kcal per mole: 19.36

Positions of all 23 atoms, in Å:
C  0.8898  -1.5193  -1.5803
C  1.7630  -2.4052  1.0609
C  0.7297  1.9027  -0.7445
C  -2.7316  1.2184  1.4121
O  -3.0871  -1.7613  -0.9054
O  -1.0037  -1.0446  0.3854
O  1.3777  -1.0355  0.9081
O  0.7875  0.9046  0.2751
O  -3.2119  -0.0197  0.8686
O  -1.8813  0.5958  -1.2739
P  0.3427  -0.5935  -0.2553
P  -2.3875  -0.5389  -0.4851
H  1.8362  -1.1896  -1.7943
H  0.1006  -1.6805  -2.2802
H  2.6134  -2.4805  1.6431
H  1.9880  -2.9410  0.1367
H  1.0740  -3.0843  1.4123
H  0.7356  1.6210  -1.7989
H  1.6383  2.6314  -0.4068
H  -0.1750  2.3686  -0.7226
H  -1.7902  1.2052  1.7930
H  -3.5480  1.3367  2.1034
H  -2.6878  1.9369  0.6502



No. 4
C24H37F10I2O7PS2 in the gas phase in a non-equilibrium geometry, computed with ωB97M-V/def2-TZVPD.

SMILES: C=CC[C@@](F)(O[C@](CCOCC(F)(F)C(F)(F)C(F)(F)C(F)F)(COC)[C@H](O[C@@H](CCCS(=O)(=O)O)[C@H](I)[C@@H](C)I)[PH2]=S)[C@H](C)F
LUMO, eV: -0.8
Largest force on an atom, eV Å⁻¹: 7.14
Total charge: 0
Total energy, hartree: -4194.38797
Kohn-Sham gap, eV: 6.7

Positions of all 83 atoms, in Å:
C  0.2287  1.9423  5.9659
C  -1.0967  1.5600  5.3577
C  -1.1563  1.3011  3.7036
C  -1.8744  -0.1155  3.4131
F  -3.0789  -0.0969  4.3437
O  -2.3514  -0.5316  2.1833
C  -2.0131  -0.0423  0.8958
C  -2.2562  1.5499  0.5603
C  -2.0710  1.9726  -1.0149
O  -2.2442  3.4572  -1.1528
C  -1.3847  3.9684  -2.2492
C  0.0073  4.6903  -1.7148
F  1.1389  3.7689  -1.9831
F  -0.1395  4.8040  -0.2159
C  0.2230  6.2212  -2.2614
F  1.2661  6.9249  -1.4256
F  -1.0568  6.9627  -1.9672
C  0.4854  6.3548  -3.8740
F  -0.6649  5.8702  -4.6910
F  0.6018  7.8278  -4.1849
C  1.8736  5.6681  -4.4130
F  1.6768  4.2376  -4.8382
F  3.0115  5.7283  -3.4669
C  -3.2363  -0.7572  -0.0189
O  -2.8841  -1.0839  -1.3835
C  -4.0626  -1.2375  -2.2651
C  -0.6015  -0.6446  0.2249
O  -0.5547  -2.1120  0.2428
C  0.5293  -2.6729  -0.5691
C  1.2838  -3.7986  0.4117
C  2.6230  -3.1634  1.1773
C  3.7652  -4.3438  1.4941
S  5.5104  -3.6547  1.1788
O  5.8434  -2.7075  2.3578
O  6.5495  -4.8181  1.1133
O  5.6517  -2.7912  -0.2844
C  -0.1676  -3.4900  -1.8155
I  -1.1046  -5.4133  -1.1739
C  0.7479  -3.6367  -3.1611
C  0.3390  -2.4662  -4.2839
I  2.9026  -3.7279  -2.8742
P  0.9914  0.0485  1.0699
S  1.2225  1.9984  0.7750
C  -0.9066  -1.2723  4.1483
C  -0.9039  -2.7140  3.3744
F  -1.4295  -1.5763  5.5352
H  1.0353  1.1747  6.3362
H  0.4202  3.1081  6.1025
H  -2.0243  1.4758  6.0657
H  -1.8922  2.1603  3.3211
H  -0.0547  1.4342  3.3456
H  -1.6097  2.3010  1.1726
H  -3.3920  1.7778  0.8444
H  -2.8470  1.4991  -1.7517
H  -0.9367  1.7815  -1.3346
H  -2.0568  4.7444  -2.8574
H  -1.0694  3.1463  -3.0289
H  2.2116  6.2842  -5.3767
H  -4.1897  -0.0399  -0.0562
H  -3.6315  -1.7518  0.5008
H  -4.7038  -2.2116  -2.0197
H  -3.6758  -1.3584  -3.3787
H  -4.8052  -0.3314  -2.2034
H  -0.4712  -0.3046  -0.9123
H  1.2677  -1.9003  -1.0381
H  1.7193  -4.7130  -0.2206
H  0.5160  -4.2465  1.1735
H  2.3302  -2.5759  2.1464
H  3.1395  -2.4784  0.3469
H  3.7061  -4.7551  2.5879
H  3.6390  -5.2203  0.6962
H  5.3356  -1.8338  -0.1193
H  -1.1081  -2.8281  -2.1390
H  0.4226  -4.6618  -3.6795
H  0.4700  -1.3774  -3.8760
H  -0.8055  -2.6391  -4.5719
H  0.9388  -2.6761  -5.2864
H  1.1237  -0.3068  2.4577
H  2.1634  -0.5320  0.3984
H  0.1857  -0.8337  4.3487
H  0.0485  -2.7494  2.6964
H  -1.9046  -3.0093  2.8475
H  -0.7284  -3.5416  4.2175